(1)
{
  "formula": "C9H12N2S",
  "method": "wB97M-V/def2-TZVPD",
  "spin_multiplicity": 1,
  "e_above_lowest_ev": 0.689,
  "homo_energy_ev": -8.62,
  "smiles": "CN(c1cccs1)C(C)(C)C#N",
  "symbols": ["C", "N", "C", "C", "C", "C", "S", "C", "C", "C", "C", "N", "H", "H", "H", "H", "H", "H", "H", "H", "H", "H", "H", "H"],
  "positions_angstrom": [[-0.579, 1.791, -1.101], [-0.371, 0.406, -0.719], [0.959, 0.083, -0.505], [1.622, -1.013, -0.961], [2.980, -1.053, -0.572], [3.348, 0.020, 0.168], [2.047, 1.109, 0.437], [-1.339, -0.115, 0.262], [-1.299, 0.632, 1.608], [-1.120, -1.616, 0.484], [-2.671, 0.040, -0.306], [-3.729, 0.148, -0.723], [-1.634, 1.948, -1.322], [-0.262, 2.501, -0.326], [-0.001, 1.985, -2.004], [1.158, -1.762, -1.577], [3.654, -1.843, -0.850], [4.311, 0.254, 0.575], [-0.286, 0.608, 2.006], [-1.607, 1.668, 1.489], [-1.968, 0.154, 2.319], [-0.185, -1.786, 1.011], [-1.090, -2.136, -0.470], [-1.937, -2.022, 1.077]]
}



(2)
{
  "formula": "C9H12N3O",
  "method": "wB97M-V/def2-TZVPD",
  "charge": 1,
  "spin_multiplicity": 1,
  "e_above_lowest_ev": 2.030,
  "homo_energy_ev": -12.76,
  "smiles": "[H]/N=C(\\OC)c1ccccc1C(N)=[NH2+]",
  "symbols": ["H", "N", "C", "O", "C", "C", "C", "C", "C", "C", "C", "C", "N", "N", "H", "H", "H", "H", "H", "H", "H", "H", "H", "H", "H"],
  "positions_angstrom": [[1.979, 1.790, 0.228], [1.190, 1.129, 0.118], [1.372, -0.085, 0.145], [2.400, -0.916, 0.249], [3.796, -0.593, -0.029], [-0.063, -0.693, 0.117], [-0.103, -2.127, 0.178], [-1.349, -2.711, -0.002], [-2.491, -1.923, -0.231], [-2.367, -0.542, -0.251], [-1.166, 0.126, 0.066], [-1.024, 1.564, 0.129], [-1.407, 2.319, 1.225], [-0.958, 2.208, -1.064], [4.208, -1.405, -0.567], [4.147, -0.326, 0.961], [3.919, 0.250, -0.655], [0.878, -2.542, -0.040], [-1.493, -3.728, 0.098], [-3.388, -2.426, -0.361], [-3.173, 0.091, -0.518], [-1.406, 3.343, 1.095], [-1.649, 1.969, 2.176], [-0.753, 1.896, -1.971], [-1.100, 3.333, -1.095]]
}



(3)
{
  "formula": "C9H12N3O2",
  "method": "wB97M-V/def2-TZVPD",
  "charge": 1,
  "spin_multiplicity": 3,
  "homo_energy_ev": [-10.42, -14.46],
  "symbols": ["C", "C", "C", "C", "C", "C", "C", "C", "C", "N", "N", "N", "O", "O", "H", "H", "H", "H", "H", "H", "H", "H", "H", "H", "H", "H"],
  "positions_angstrom": [[2.875, 1.075, -0.664], [0.454, 1.122, -0.314], [2.109, 0.715, 1.703], [-1.813, -1.594, -1.370], [-2.438, -0.337, -1.997], [-0.393, -1.207, -0.816], [-1.801, 0.741, -1.093], [1.780, 1.215, 0.271], [3.726, 0.645, 3.388], [3.750, 1.029, -1.399], [-0.386, 0.290, -0.855], [0.741, 2.341, 0.006], [1.262, 0.110, 2.318], [3.304, 1.042, 2.070], [-2.265, -1.919, -0.541], [-1.799, -2.529, -2.059], [-2.154, -0.348, -2.990], [-3.521, -0.612, -1.826], [-0.132, -1.347, 0.211], [0.518, -1.387, -1.388], [-1.678, 1.737, -1.509], [-2.457, 0.591, -0.105], [2.956, 0.617, 4.042], [4.446, 1.443, 3.737], [4.113, -0.279, 3.218], [0.823, 3.314, -0.268]]
}



(4)
{
  "formula": "C9H12N3O7S",
  "method": "wB97M-V/def2-TZVPD",
  "charge": -1,
  "spin_multiplicity": 1,
  "homo_energy_ev": -2.64,
  "symbols": ["C", "C", "O", "O", "C", "O", "C", "N", "C", "O", "O", "C", "C", "S", "C", "N", "N", "C", "O", "H", "H", "H", "H", "H", "H", "H", "H", "H", "H", "H", "O", "H"],
  "positions_angstrom": [[-0.930, 6.250, 0.730], [-1.331, 5.486, -0.574], [-1.394, 6.116, -1.582], [-1.643, 4.092, -0.491], [-0.672, 3.286, -1.082], [-0.132, 3.567, -2.110], [-0.268, 1.917, -0.406], [-1.327, 0.871, -0.617], [-0.693, -0.392, -0.265], [-0.107, -0.506, 0.789], [-0.687, -1.477, -1.124], [-1.019, -2.690, -0.443], [0.267, -3.541, -0.042], [-0.376, -5.175, 0.495], [0.975, -6.336, 0.741], [1.093, -6.812, 1.999], [2.128, -7.695, 1.979], [2.599, -7.727, 0.719], [1.898, -6.869, -0.116], [-1.522, 7.206, 0.764], [0.166, 6.575, 0.705], [-1.192, 5.670, 1.653], [0.636, 1.551, -0.959], [-0.019, 2.057, 0.682], [-2.089, 1.017, 0.056], [-1.657, -3.382, -1.065], [-1.624, -2.470, 0.476], [0.804, -2.980, 0.767], [0.917, -3.566, -0.953], [3.455, -8.377, 0.441], [2.001, 7.080, -0.130], [1.741, 7.253, -1.036]]
}



(5)
{
  "formula": "C9H12N5O2V",
  "method": "wB97M-V/def2-TZVPD",
  "charge": 3,
  "spin_multiplicity": 2,
  "e_above_lowest_ev": 0.310,
  "homo_energy_ev": [-18.71, -18.74],
  "symbols": ["V", "N", "C", "C", "C", "O", "O", "H", "H", "H", "H", "H", "H", "N", "C", "C", "N", "C", "C", "N", "C", "C", "N", "H", "H", "H", "H", "H", "H"],
  "positions_angstrom": [[0.160, 0.210, 0.132], [-0.634, -1.461, -0.871], [0.236, -2.599, -1.364], [1.243, -2.354, -2.506], [2.601, -1.896, -2.236], [3.690, -1.695, -2.151], [1.486, 0.148, -0.667], [-1.305, -1.922, -0.247], [-1.224, -1.155, -1.649], [-0.444, -3.335, -1.794], [0.715, -3.077, -0.511], [0.861, -1.718, -3.313], [1.451, -3.336, -2.963], [-1.173, 1.854, 3.575], [-0.501, 0.900, 4.309], [0.050, 0.042, 3.415], [-0.297, 0.454, 2.140], [-1.037, 1.570, 2.282], [-1.467, 2.276, 1.085], [-1.101, 1.789, -0.115], [-1.571, 2.673, -1.069], [-2.225, 3.678, -0.434], [-2.144, 3.409, 0.915], [-1.675, 2.633, 3.982], [-0.479, 0.918, 5.387], [0.645, -0.835, 3.603], [-1.414, 2.530, -2.124], [-2.735, 4.547, -0.815], [-2.546, 3.995, 1.635]]
}



(6)
{
  "formula": "C9H12NO2P2",
  "method": "wB97M-V/def2-TZVPD",
  "charge": 1,
  "spin_multiplicity": 1,
  "e_above_lowest_ev": 0.461,
  "homo_energy_ev": [-12.18, -12.77],
  "smiles": "C[N@@H+](/C=P/OP=O)Cc1ccccc1",
  "symbols": ["C", "N", "C", "P", "O", "P", "O", "C", "C", "C", "C", "C", "C", "C", "H", "H", "H", "H", "H", "H", "H", "H", "H", "H", "H", "H"],
  "positions_angstrom": [[-1.196, -1.459, 0.786], [0.223, -1.260, 0.438], [1.161, -2.348, 0.476], [3.076, -1.585, 1.083], [4.013, -2.750, 0.563], [4.434, -3.351, -0.994], [3.453, -2.812, -1.912], [0.181, -0.415, -0.882], [-0.534, 0.924, -0.520], [-1.692, 1.306, -1.023], [-2.352, 2.506, -0.660], [-1.784, 3.274, 0.336], [-0.561, 2.836, 0.963], [0.089, 1.712, 0.504], [-1.690, -2.129, 0.059], [-1.206, -2.101, 1.726], [-1.664, -0.415, 0.745], [0.597, -0.450, 1.051], [1.195, -3.215, -0.206], [-0.288, -1.140, -1.672], [1.224, -0.194, -1.204], [-2.160, 0.779, -1.799], [-3.350, 2.796, -0.798], [-2.221, 4.296, 0.413], [-0.042, 3.487, 1.720], [1.097, 1.709, 0.807]]
}